The following is a DFT calculation (wB97M-V/def2-TZVPD) of an isolated ion of composition C9H11N2O3 and charge +1 at a distorted geometry.

Structure (XYZ):
```
25
C9H11N2O3 (wB97M-V/def2-TZVPD)
N -3.65629 -1.43427 -0.31011
H -0.87041 -1.48103 -1.75606
O -3.37786 1.95352 0.20736
H 4.37833 0.15892 -0.58562
C 1.34793 -0.32386 0.97682
C -0.84492 0.78172 0.49234
N -3.92081 0.87139 0.16219
H -4.68243 -1.63020 -0.25826
C 3.29496 0.39523 -0.22800
C 2.55590 1.37541 -0.87602
C -1.40100 -0.01498 -0.59637
H 0.58881 2.37604 -0.81268
H 3.18441 2.16249 -1.52325
O -0.94344 -1.24603 -0.80960
H 0.78382 -0.86266 1.73030
C -3.10245 -0.22929 -0.26255
H -1.45858 0.43365 -1.56386
O -5.07253 0.57166 0.36820
H -1.33883 0.58762 1.51463
H 3.44464 -1.12617 1.22139
C 2.73332 -0.43184 0.72714
C 1.25977 1.53565 -0.50892
H -3.18939 -2.15434 -0.75101
H -1.18252 1.87033 0.18220
C 0.65853 0.72506 0.41756
```

Its multiplicity is 1. For the LUMO energy, the calculation gives -6.84 eV. The value obtained for the gap between HOMO and LUMO is 5.53 eV. As for the energy above the lowest of the compared OMol25 structures with the same formula, charge and spin: 572.7 kJ/mol. The charge is +1. The total energy comes out at -684.32209 hartree.